The following is a DFT calculation (ωB97M-V/def2-TZVPD) of C11H7NO5Pd as an isolated structure in a non-equilibrium geometry.

Cartesian coordinates (Å):
1 O 2.39889 -1.86565 0.36495
2 C 1.49777 -1.16476 0.22792
3 Pd 0.00000 0.00000 0.00000
4 O -1.76804 -2.40549 -0.67540
5 C -1.10380 -1.50190 -0.42170
6 C -1.49782 1.16483 -0.22803
7 O -2.39898 1.86566 -0.36518
8 C 0.43616 0.19886 -1.84990
9 O 0.69849 0.31854 -2.96296
10 C -0.43624 -0.19880 1.84989
11 O -0.69849 -0.31839 2.96287
12 C 3.67229 4.97367 1.40723
13 C 2.79905 3.80266 1.06609
14 C 2.83221 2.65300 1.85939
15 C 2.01810 1.56559 1.53519
16 N 1.18403 1.61040 0.45156
17 C 1.14311 2.73227 -0.33034
18 C 1.94445 3.83923 -0.04051
19 H 3.41924 5.34425 2.42274
20 H 4.73786 4.66211 1.38906
21 H 3.53724 5.80675 0.68481
22 H 3.48425 2.59766 2.72253
23 H 2.05938 0.68431 2.15909
24 H 0.48779 2.77901 -1.18826
25 H 1.89564 4.71486 -0.67577

Force components x, y, z for each atom (eV/Å):
O -3.24 2.38 -0.53
C 7.95 -5.54 1.28
Pd -0.18 -0.25 -0.07
O 2.40 3.26 0.92
C -5.40 -7.35 -2.06
C -7.35 6.36 -1.05
O 3.10 -2.56 0.48
C 2.53 1.40 -9.32
O -0.97 -0.53 3.89
C -1.94 -0.61 9.54
O 0.83 0.34 -3.94
C 0.13 0.44 -0.13
C 0.21 0.43 -0.01
C -0.70 -0.77 -0.39
C 0.30 1.69 -0.72
N 2.19 3.03 0.80
C 1.23 0.32 1.34
C -0.47 -0.92 0.01
H 0.27 -0.21 -0.54
H -0.59 0.23 0.13
H 0.11 -0.56 0.51
H -0.04 -0.03 -0.03
H -0.20 -0.21 -0.12
H -0.16 -0.27 -0.02
H -0.01 -0.05 0.03

Results
Calculated total energy in eV: -26704.9034
Charge: +2
2S+1: 3
Relative energy (zero: lowest compared OMol25 entry of this formula, charge and spin) in kcal per mole: 66.6
Gap between HOMO and LUMO (alpha / beta) in eV: 7.84 / 8.82